Entry 1:
This record from the Open Molecules 2025 dataset describes one molecule with the formula C4H8N4O at a distorted geometry. The level of theory is ωB97M-V/def2-TZVPD.

Structure (XYZ):
```
17
Properties=species:S:1:pos:R:3:lowdin_charge:R:1
C 0.296 0.575 -0.421 -0.3529
C 0.248 1.105 0.946 -0.1198
C -0.719 -0.951 0.933 -0.3245
C -1.475 -2.067 1.031 0.0596
H 1.228 3.270 -1.588 0.0908
H 2.278 2.501 -0.780 0.0462
H -0.281 2.081 0.994 0.1465
H 1.249 1.130 1.356 0.1361
H -1.799 -2.408 2.074 0.0878
H -1.376 -2.793 0.227 0.0309
H -1.179 -1.830 -1.461 0.1260
H 0.226 -2.454 -1.059 0.0898
N 1.296 2.577 -0.803 -0.0352
N 0.822 1.302 -1.351 0.0187
N -0.080 -0.682 -0.326 -0.1042
N -0.139 -1.556 -1.361 0.0806
O -0.593 0.201 1.590 0.0236
```

Properties
Molecular weight in Da: 128.13
E_HOMO in eV: -8.476
Spin multiplicity: 1
Net charge: 0
HOMO-LUMO gap in eV: 9.3
F_max in eV Å⁻¹: 4.8
Lowest unoccupied orbital energy in eV: 0.81
Electronic energy in Eh: -451.35130
Structure (SMILES): C=C1OC/C(=N\N)N1N
Relative energy (zero: lowest compared OMol25 entry of this formula, charge and spin) in kcal per mole: 104.76

Entry 2:
This record from the Open Molecules 2025 dataset describes a 7-piece molecular cluster, C45H60Br2IN8O5P2 overall at a distorted geometry. The level of theory is ωB97M-V/def2-TZVPD.

Structure (XYZ):
```
123
Properties=species:S:1:pos:R:3:lowdin_charge:R:1
C -0.518 6.364 -5.772 -0.0988
C 0.488 5.494 -5.007 -0.2044
C -0.119 4.695 -3.850 -0.2339
O -0.204 3.305 -4.149 -0.1556
C 0.699 2.485 -3.466 -0.2257
C 0.191 2.116 -2.070 -0.2287
N 1.320 1.883 -1.069 -0.2735
P 2.373 3.382 -0.939 1.0006
P 4.364 3.035 -1.764 0.1796
O 4.261 3.024 -3.223 -0.3268
O 5.063 1.829 -1.028 -0.2083
O 5.169 4.280 -1.183 -0.1393
C 1.888 0.489 -1.028 -0.5952
I 2.911 -0.169 -2.776 1.1307
C 0.698 -0.454 -0.663 -0.4258
N 0.814 -1.002 0.655 0.0019
C 1.294 -2.386 0.725 -0.2475
C 1.193 -2.928 2.155 -0.0716
O -0.519 0.262 -0.692 -0.1156
C -0.853 0.959 -1.900 -0.4127
C -0.872 -0.017 -3.089 -0.1956
C -1.843 0.331 -4.225 -0.0532
C -2.265 1.470 -1.639 -0.5951
Br -2.684 3.279 -1.996 0.9672
C -3.273 0.741 -1.197 -0.7044
C -4.668 1.246 -0.968 -0.1650
Br -3.112 -1.111 -0.841 0.9195
H -0.930 5.818 -6.618 0.0769
H -1.361 6.642 -5.140 0.0702
H -0.076 7.288 -6.128 0.0389
H 0.993 4.809 -5.686 0.1142
H 1.257 6.153 -4.599 0.1016
H 0.468 4.856 -2.940 0.0960
H -1.123 5.062 -3.634 0.0794
H 0.866 1.616 -4.090 0.0890
H 1.670 2.996 -3.404 0.0848
H -0.272 3.017 -1.670 0.0686
H 0.833 1.945 -0.167 0.1413
H 2.620 3.295 0.444 -0.0439
H 6.032 2.005 -1.008 0.0728
H 4.781 5.123 -1.462 0.0943
H 2.625 0.467 -0.231 0.0794
H 0.693 -1.306 -1.342 0.1142
H 1.342 -0.406 1.280 0.1167
H 0.626 -2.969 0.090 0.1147
H 2.300 -2.512 0.309 0.1089
H 2.114 -3.414 2.464 0.0714
H 0.361 -3.627 2.192 0.0349
H 0.955 -2.111 2.836 0.0668
H -1.137 -1.006 -2.716 0.0848
H 0.115 -0.123 -3.527 0.0448
H -2.849 -0.014 -3.991 0.0622
H -1.547 -0.220 -5.116 0.0883
H -1.865 1.396 -4.445 0.0706
H -4.655 2.088 -0.276 0.0725
H -5.086 1.582 -1.918 0.0824
H -5.295 0.463 -0.563 0.0553
N -1.211 8.952 -7.787 0.0514
C -2.248 9.199 -8.585 -0.1498
C -2.277 10.232 -9.509 -0.0700
C -1.170 11.058 -9.610 -0.0768
C -0.083 10.816 -8.786 -0.0716
C -0.155 9.754 -7.898 -0.1582
H -3.097 8.533 -8.476 0.1040
H -3.148 10.383 -10.132 0.1025
H -1.154 11.877 -10.318 0.1069
H 0.803 11.434 -8.829 0.1017
H 0.680 9.532 -7.239 0.0991
N -1.800 -4.504 2.368 0.0455
C -1.936 -4.841 3.651 -0.1377
C -2.880 -5.757 4.096 -0.0626
C -3.722 -6.349 3.171 -0.0757
C -3.590 -6.005 1.834 -0.0750
C -2.617 -5.082 1.488 -0.1591
H -1.268 -4.357 4.354 0.0723
H -2.947 -5.997 5.148 0.0929
H -4.469 -7.068 3.483 0.1065
H -4.225 -6.443 1.076 0.1000
H -2.482 -4.789 0.452 0.0965
N -4.464 -2.197 -5.005 0.0541
C -4.535 -2.760 -3.800 -0.1734
C -5.423 -3.775 -3.476 -0.0686
C -6.286 -4.232 -4.459 -0.0759
C -6.224 -3.656 -5.717 -0.0691
C -5.299 -2.647 -5.938 -0.1514
H -3.846 -2.365 -3.061 0.0155
H -5.436 -4.193 -2.479 0.1003
H -6.995 -5.022 -4.248 0.1070
H -6.879 -3.981 -6.514 0.1030
H -5.222 -2.174 -6.911 0.1041
N 7.971 1.723 0.319 0.0399
C 7.403 1.001 1.282 -0.1612
C 7.831 0.987 2.598 -0.0635
C 8.921 1.774 2.938 -0.0650
C 9.526 2.533 1.949 -0.0598
C 9.017 2.475 0.661 -0.1398
H 6.558 0.395 0.972 0.0992
H 7.325 0.378 3.333 0.1048
H 9.292 1.794 3.954 0.1109
H 10.380 3.159 2.167 0.1071
H 9.468 3.052 -0.137 0.1086
N -0.999 -3.510 6.488 0.0436
C -1.510 -4.130 7.552 -0.1470
C -1.008 -3.998 8.836 -0.0796
C 0.091 -3.178 9.031 -0.0703
C 0.635 -2.525 7.937 -0.0707
C 0.054 -2.723 6.694 -0.1552
H -2.368 -4.767 7.361 0.0983
H -1.458 -4.530 9.661 0.0934
H 0.515 -3.056 10.019 0.1079
H 1.493 -1.876 8.043 0.0997
H 0.451 -2.226 5.814 0.0961
N 0.220 -6.452 10.737 0.0513
C 0.042 -7.375 9.796 -0.1583
C -0.172 -8.718 10.068 -0.0705
C -0.201 -9.125 11.392 -0.0769
C -0.016 -8.176 12.384 -0.0702
C 0.189 -6.858 12.005 -0.1510
H 0.074 -7.017 8.772 0.1008
H -0.312 -9.423 9.261 0.1017
H -0.364 -10.164 11.646 0.1068
H -0.029 -8.448 13.430 0.1026
H 0.336 -6.087 12.753 0.1035
```

Properties
Molecular weight in Da: 1141.69
E_HOMO in eV: -10.910
Spin multiplicity: 1
Net charge: +1
HOMO-LUMO gap in eV: 8.0
F_max in eV Å⁻¹: 1.0
Lowest unoccupied orbital energy in eV: -2.94
Electronic energy in Eh: -8693.15550

Entry 3:
This record from the Open Molecules 2025 dataset describes a 2-piece molecular cluster, CHN4 overall at a distorted geometry. The level of theory is ωB97M-V/def2-TZVPD.

Structure (XYZ):
```
6
Properties=species:S:1:pos:R:3:lowdin_charge:R:1
C -0.612 0.514 -0.970 -0.1961
N 0.014 0.122 1.515 -0.0924
N -0.793 0.828 -2.071 -0.0285
N 0.726 -0.637 1.072 -0.5963
N 1.190 -1.328 0.292 -0.0193
H -0.525 0.500 0.161 -0.0673
```

Properties
Molecular weight in Da: 69.05
E_HOMO in eV: -3.684
Spin multiplicity: 1
Net charge: -1
HOMO-LUMO gap in eV: 8.8
F_max in eV Å⁻¹: 7.1
Lowest unoccupied orbital energy in eV: 5.14
Electronic energy in Eh: -257.69116
Relative energy (zero: lowest compared OMol25 entry of this formula, charge and spin) in kcal per mole: 59.40